{"formula": "C2H3N", "method": "the ωB97M-V functional and the def2-TZVPD basis", "lumo_energy_ha": [-0.043, -0.043], "total_energy_ha": -132.5492, "de_lowest_kcal_mol": 127.0, "elements": ["C", "C", "N", "H", "H", "H"], "positions_angstrom": [[0.704646, -1.768611, -0.335128], [-1.192120, 1.790251, 0.211052], [1.700589, -1.774822, 0.206336], [-0.232705, -1.951561, -0.650996], [-0.646380, 1.745695, 1.162316], [-0.334030, 1.959047, -0.593580]], "atomic_forces_ev_per_a": [[1.177, -0.135, 0.772], [1.538, 0.241, -1.557], [1.436, 0.332, 0.462], [-2.639, -0.185, -1.239], [0.028, 0.016, 0.192], [-1.541, -0.269, 1.370]]}

***

{"formula": "C24H25N5O3", "method": "the ωB97M-V functional and the def2-TZVPD basis", "lumo_energy_ha": -0.018, "total_energy_ha": -1429.1172, "de_lowest_kcal_mol": 1.3, "smiles": "[H]/N=c1/c(C(=O)NCCc2ccccc2)cc2c(=O)n3cccc(C)c3nc2n1CCOC", "elements": ["H", "N", "C", "C", "C", "O", "N", "C", "C", "C", "C", "C", "C", "C", "C", "C", "C", "C", "O", "N", "C", "C", "C", "C", "C", "C", "N", "C", "N", "C", "C", "O", "C", "H", "H", "H", "H", "H", "H", "H", "H", "H", "H", "H", "H", "H", "H", "H", "H", "H", "H", "H", "H", "H", "H", "H", "H"], "positions_angstrom": [[-1.619691, 1.397189, 0.673734], [-1.690815, 0.393100, 0.761748], [-0.653613, -0.297534, 0.495898], [-0.679706, -1.748390, 0.590885], [-1.940236, -2.540723, 0.796504], [-1.946096, -3.749289, 0.629240], [-3.013119, -1.831884, 1.187093], [-4.338358, -2.394989, 1.175585], [-4.971403, -2.314980, -0.228904], [-4.903886, -0.908749, -0.748263], [-3.828260, -0.499937, -1.527259], [-3.724046, 0.811666, -1.953432], [-4.695693, 1.734159, -1.605963], [-5.773399, 1.336123, -0.833369], [-5.874162, 0.024428, -0.405873], [0.464050, -2.464351, 0.437680], [1.703146, -1.833639, 0.173940], [2.915490, -2.585821, 0.072686], [3.057694, -3.780233, 0.217821], [4.073068, -1.780891, -0.237346], [5.267910, -2.421364, -0.353633], [6.404299, -1.744253, -0.646465], [6.344915, -0.347472, -0.836121], [5.157346, 0.315477, -0.726630], [5.023173, 1.788051, -0.924284], [3.971964, -0.420532, -0.414440], [2.839474, 0.231327, -0.303034], [1.720146, -0.447221, -0.011902], [0.569935, 0.270210, 0.092519], [0.650547, 1.695509, -0.158769], [0.958194, 2.482852, 1.117862], [1.001943, 3.848689, 0.785533], [1.302857, 4.671614, 1.883296], [-2.903969, -0.817103, 1.148516], [-4.266019, -3.442164, 1.479628], [-4.948921, -1.844283, 1.895079], [-4.418098, -2.984138, -0.889125], [-6.005864, -2.656648, -0.167839], [-3.067121, -1.217323, -1.799714], [-2.882540, 1.114637, -2.560657], [-4.615984, 2.759159, -1.938372], [-6.536855, 2.051210, -0.562240], [-6.716668, -0.281099, 0.198843], [0.431012, -3.541289, 0.515674], [5.216978, -3.488646, -0.193774], [7.340649, -2.269066, -0.733195], [7.248150, 0.195247, -1.070238], [5.996356, 2.251526, -1.057141], [4.407692, 1.988255, -1.799539], [4.517003, 2.233280, -0.071062], [-0.285584, 2.049615, -0.597086], [1.457217, 1.866775, -0.872221], [1.926789, 2.150338, 1.523026], [0.188546, 2.297525, 1.884953], [1.310681, 5.693657, 1.511222], [2.285360, 4.427482, 2.306044], [0.547526, 4.574904, 2.672904]], "atomic_forces_ev_per_a": [[0.215, -0.001, -0.062], [-0.265, 0.494, 0.097], [0.132, 0.130, 0.096], [0.586, -0.630, -0.201], [-0.123, 0.232, 0.223], [0.014, -0.346, -0.115], [-0.189, 0.028, 0.066], [-0.048, -0.379, -0.095], [0.139, 0.051, 0.265], [-0.059, -0.142, -0.147], [-0.110, -0.003, -0.035], [0.040, 0.052, -0.080], [0.043, 0.115, -0.052], [-0.074, 0.101, 0.070], [0.022, -0.003, -0.011], [-0.448, 0.190, 0.095], [0.112, 0.414, -0.053], [-0.378, -0.079, 0.095], [-0.004, -0.013, -0.013], [-0.042, 0.485, -0.074], [0.735, -0.353, -0.075], [-0.260, -0.238, 0.078], [-0.443, 0.136, 0.060], [0.474, -0.113, -0.056], [-0.037, -0.040, 0.008], [-0.028, -0.151, 0.041], [-0.226, 0.346, 0.008], [0.603, -0.848, -0.043], [-0.045, 0.078, -0.004], [0.034, 0.711, 0.082], [-0.039, -0.166, 0.036], [-0.071, -0.209, -0.296], [0.011, 0.037, 0.082], [0.047, -0.064, 0.042], [-0.101, 0.132, 0.065], [0.009, -0.072, -0.026], [-0.047, -0.047, -0.006], [-0.013, -0.048, -0.050], [0.077, -0.094, -0.022], [0.067, 0.024, -0.048], [-0.001, 0.073, -0.033], [-0.060, 0.051, 0.016], [-0.097, -0.043, 0.063], [-0.093, -0.068, 0.008], [-0.032, 0.059, -0.002], [0.034, -0.123, 0.011], [0.065, 0.111, -0.025], [0.067, 0.027, -0.016], [-0.058, 0.102, -0.050], [-0.025, 0.118, 0.033], [0.085, -0.108, 0.013], [-0.220, 0.021, 0.076], [-0.095, 0.005, -0.040], [0.091, -0.012, -0.075], [0.022, 0.024, 0.097], [-0.022, 0.025, -0.006], [0.025, 0.020, -0.018]]}